{
  "formula": "C28H68N2O7",
  "method": "the ωB97M-V functional and the def2-TZVPD basis",
  "symbols": ["C", "C", "C", "C", "C", "C", "C", "C", "C", "N", "O", "H", "H", "H", "H", "H", "H", "H", "H", "H", "H", "H", "H", "H", "H", "H", "H", "H", "H", "H", "C", "C", "C", "C", "C", "C", "C", "C", "C", "N", "O", "H", "H", "H", "H", "H", "H", "H", "H", "H", "H", "H", "H", "H", "H", "H", "H", "H", "H", "H", "C", "C", "O", "H", "H", "H", "H", "H", "H", "C", "C", "O", "H", "H", "H", "H", "H", "H", "C", "C", "O", "H", "H", "H", "H", "H", "H", "C", "C", "O", "H", "H", "H", "H", "H", "H", "C", "C", "O", "H", "H", "H", "H", "H", "H"],
  "coordinates": [[-1.343, 1.842, 7.032], [-0.700, 0.495, 6.699], [-1.709, -0.577, 7.246], [0.686, 0.294, 7.401], [1.375, -0.964, 6.924], [1.601, -0.852, 5.402], [0.373, -0.538, 4.473], [0.950, 0.299, 3.262], [-0.372, -1.755, 3.926], [-0.570, 0.406, 5.217], [-1.349, 1.033, 4.470], [-1.198, 2.063, 8.122], [-2.435, 1.854, 6.756], [-0.741, 2.539, 6.390], [-1.350, -1.549, 7.071], [-2.702, -0.689, 6.737], [-1.822, -0.384, 8.294], [1.331, 1.084, 7.246], [0.543, 0.148, 8.482], [2.278, -1.048, 7.447], [0.925, -1.934, 7.074], [2.238, -0.081, 5.183], [2.180, -1.704, 5.119], [1.360, 1.255, 3.623], [0.188, 0.551, 2.492], [1.684, -0.200, 2.699], [-0.825, -2.298, 4.795], [0.159, -2.425, 3.234], [-1.283, -1.420, 3.364], [-1.016, 1.082, 3.553], [0.324, 3.367, -2.701], [-0.560, 2.209, -3.273], [-0.012, 0.863, -2.874], [-0.465, 2.240, -4.799], [-1.438, 1.323, -5.570], [-2.784, 1.651, -5.071], [-3.029, 1.583, -3.557], [-4.403, 2.218, -3.160], [-2.941, 0.138, -3.088], [-2.012, 2.380, -2.955], [-2.222, 2.882, -1.789], [0.433, 3.460, -1.561], [-0.064, 4.368, -2.916], [1.277, 3.336, -3.135], [-0.031, 0.622, -1.788], [0.984, 0.667, -3.209], [-0.603, 0.115, -3.263], [-0.582, 3.248, -5.211], [0.499, 1.850, -5.128], [-1.392, 1.740, -6.587], [-1.156, 0.273, -5.667], [-3.101, 2.600, -5.311], [-3.507, 0.998, -5.566], [-4.593, 3.196, -3.608], [-4.634, 2.387, -2.109], [-5.160, 1.522, -3.408], [-3.923, -0.273, -2.925], [-2.418, -0.036, -2.148], [-2.502, -0.399, -3.947], [-1.853, 3.724, -1.763], [2.613, 1.439, -0.698], [3.129, 0.078, -0.302], [4.458, -0.027, -0.093], [2.571, 1.601, -1.772], [3.191, 2.279, -0.204], [1.618, 1.594, -0.271], [2.806, -0.678, -0.981], [2.681, -0.185, 0.658], [4.774, 0.513, -0.901], [4.391, -3.483, -2.546], [4.070, -3.553, -0.992], [5.091, -2.900, -0.191], [5.178, -4.176, -2.788], [4.520, -2.454, -2.884], [3.717, -4.071, -3.213], [4.085, -4.593, -0.535], [3.081, -3.123, -0.702], [4.808, -1.967, 0.041], [0.403, -3.070, -0.902], [-0.489, -2.128, -0.126], [0.257, -1.117, 0.507], [-0.216, -3.650, -1.631], [0.763, -3.781, -0.186], [1.153, -2.448, -1.478], [-1.226, -2.618, 0.475], [-1.149, -1.611, -0.872], [-0.232, -0.336, 0.370], [1.120, -2.194, -4.169], [1.649, -1.814, -5.514], [1.369, -0.425, -5.547], [1.632, -1.721, -3.349], [1.150, -3.300, -3.918], [0.076, -1.998, -4.040], [1.068, -2.246, -6.348], [2.649, -2.052, -5.615], [1.493, -0.258, -6.441], [-3.512, 0.687, 0.351], [-2.358, 1.269, 1.098], [-1.246, 1.400, 0.328], [-3.374, -0.321, -0.069], [-3.899, 1.369, -0.439], [-4.288, 0.597, 1.212], [-2.049, 0.627, 1.873], [-2.593, 2.241, 1.650], [-1.519, 1.822, -0.491]],
  "forces_ev_per_a": [[0.7, 0.7, -0.4], [-1.5, -0.7, -0.7], [-0.3, 0.5, -1.0], [-2.7, -2.5, 0.5], [-0.9, 0.3, -2.2], [-1.5, -1.0, 0.5], [0.2, 1.0, 0.4], [-1.5, 0.9, 0.9], [-1.8, -0.2, 0.5], [8.2, -5.4, 4.6], [-6.7, 4.2, -5.0], [-0.2, -0.1, -1.0], [1.2, 0.2, 0.3], [-0.9, 0.1, 0.8], [1.0, -1.4, 0.2], [0.7, 1.1, 0.3], [-0.4, -0.2, 0.7], [1.2, 2.0, -0.4], [-0.3, 0.5, -0.1], [1.8, 0.0, 0.5], [-1.0, 0.0, 0.5], [1.8, 2.3, -0.1], [-0.1, -1.0, -0.8], [-0.1, -0.3, 0.0], [0.3, -0.2, 0.4], [1.0, -1.0, -0.4], [0.7, 0.0, -0.7], [0.2, 0.3, 0.5], [0.7, 0.0, 0.3], [0.2, 0.3, 0.9], [-2.0, 0.5, 2.0], [-0.3, 0.2, -0.4], [0.7, 0.2, 2.4], [0.9, -0.7, -1.0], [0.8, 1.7, -0.3], [-2.2, -2.4, 0.8], [-0.4, 0.3, 1.3], [0.5, 0.3, -0.1], [-0.4, -0.9, -0.6], [3.4, 0.4, -5.6], [-2.0, -1.0, 5.8], [-0.1, -0.9, -1.5], [-0.3, -0.1, -0.6], [1.4, -0.3, -0.5], [0.1, 0.6, -0.4], [0.7, 0.2, -0.3], [-1.1, -1.5, -1.2], [-0.1, 0.0, 0.3], [0.4, 0.5, 0.4], [0.0, -0.5, 0.0], [-0.1, 0.1, 0.6], [-0.2, 2.5, -1.0], [-0.3, -0.2, 0.1], [0.2, -0.2, -0.4], [0.9, -0.2, 0.3], [-1.0, -0.6, -0.9], [-0.6, -0.3, -0.1], [0.2, 0.2, -0.3], [0.1, -0.4, 0.8], [0.7, 2.6, 0.0], [0.2, 1.4, 0.9], [-3.1, -0.1, 1.7], [3.6, 2.0, -2.5], [0.1, 0.1, -0.1], [-0.2, -1.0, -0.6], [-0.1, -0.2, -0.4], [-0.6, -0.6, -0.9], [-0.3, -0.1, -0.1], [0.5, -1.5, 2.0], [-1.1, -1.5, 1.0], [0.2, -0.3, 0.7], [-0.8, 1.2, -0.3], [1.6, 0.6, 0.4], [0.2, -0.3, -0.1], [-0.9, 1.1, 0.7], [-0.2, 0.9, -1.2], [0.7, -0.3, -0.6], [0.5, -1.4, -0.7], [-0.7, 0.4, -0.9], [-0.9, 1.4, -2.5], [1.0, -1.8, 0.7], [0.5, 0.5, 0.5], [1.1, -0.4, 0.0], [-0.6, -1.1, 0.9], [-0.1, -0.6, 1.1], [0.4, -0.3, 0.2], [-0.8, 2.0, 0.0], [-0.1, -3.0, 0.9], [-3.2, 0.1, 0.8], [0.4, 0.0, 1.4], [0.5, 0.5, 0.1], [0.4, 1.0, -0.6], [-0.7, 0.6, -0.3], [0.3, -0.4, 0.4], [2.3, -0.3, -0.3], [0.3, 1.5, -2.6], [-2.5, 0.2, 1.6], [-0.8, 1.2, 1.0], [2.3, 0.1, -1.2], [0.3, 0.4, 0.2], [0.2, -0.5, 0.6], [0.6, 0.0, -1.8], [0.0, -1.2, 1.2], [-0.2, -0.9, -0.9], [0.0, 0.5, -0.6]],
  "largest_force_ev_per_a": 10.88,
  "homo_energy_ev": -6.2665,
  "molar_mass_g_mol": 544.86,
  "smiles": "CC1(C)CCCC(C)(C)N1O.CC1(C)CCCC(C)(C)N1O.CCO.CCO.CCO.CCO.CCO",
  "orbital_gap_ev": 6.705,
  "lumo_ev": 0.4,
  "multiplicity": 1,
  "total_energy_ev": -47442.5677,
  "total_charge": 0
}